Molecular formula: C23H50AuNO5P2SSi
Method: DFT, ωB97M-V/def2-TZVPD

Each line ends with the Mulliken spin population.
Geometry (Å):
H: -2.022 2.915 -1.779  0.0015
H: -3.932 -0.768 3.227  -0.0003
H: 3.083 -1.243 -1.898  0.0104
H: -2.948 -1.055 6.157  -0.0003
C: -2.663 -0.840 -1.872  0.0194
C: 2.796 2.842 3.619  0.0432
C: -2.174 1.935 -2.249  0.0039
H: -3.159 -1.536 -1.176  0.0010
H: 1.410 3.368 6.739  -0.0004
H: 2.201 0.375 -1.947  0.0007
C: -3.686 1.059 0.096  -0.0151
S: -0.130 1.606 2.143  0.9483
H: 0.061 4.280 -0.439  0.0000
H: 3.800 0.882 5.290  0.0001
H: 3.254 1.997 3.091  -0.0152
C: 0.956 -1.351 -2.310  -0.0228
C: -2.553 0.294 4.489  0.0280
H: -3.054 0.685 6.561  0.0000
H: 3.315 -1.691 4.855  -0.0002
H: 1.152 -2.986 0.195  -0.0018
C: -0.104 -2.685 -3.994  -0.0057
H: -1.323 1.735 -2.915  0.0004
H: 4.147 -0.463 0.642  0.0058
H: 1.983 3.258 3.012  0.0008
H: -2.562 -1.756 3.781  0.0002
H: -2.318 -0.545 2.490  0.0125
H: -4.099 1.668 3.851  -0.0002
H: 2.698 -3.184 5.573  -0.0001
H: 2.057 -2.486 -3.733  0.0017
H: 0.131 -3.441 3.787  -0.0001
C: 0.082 -2.936 4.760  0.0011
H: 1.152 2.604 -1.538  -0.0010
C: 1.146 -1.857 4.883  -0.0013
H: -0.002 -0.762 6.379  -0.0004
C: 2.538 -2.461 4.763  -0.0003
H: -4.548 1.333 -0.528  0.0040
H: 2.661 -3.004 3.818  -0.0001
O: 1.800 1.993 -2.036  -0.0009
H: 3.371 1.138 0.393  0.0003
H: 4.259 2.500 5.859  -0.0001
C: 1.752 3.647 5.734  -0.0008
C: -1.368 -1.404 -2.402  -0.0002
H: 0.916 4.095 5.184  0.0005
O: 1.204 1.468 4.894  0.0300
H: 2.858 -2.777 0.698  0.0070
H: 1.752 -0.358 6.340  0.0007
H: 3.568 3.616 3.743  0.0017
H: 2.133 2.467 -2.815  0.0002
C: 1.058 -2.210 -3.405  0.0061
H: 1.505 -2.324 1.821  -0.0039
P: -2.273 0.685 -0.945  0.1863
Au: -0.297 0.258 0.213  0.2602
C: 3.424 1.788 5.786  0.0035
H: -2.289 -2.564 -3.933  0.0018
O: -1.134 0.342 4.786  0.0391
C: 1.008 -1.155 6.226  0.0000
H: -2.797 2.407 4.825  0.0016
H: -3.417 1.895 0.757  0.0021
C: 2.288 2.426 4.991  -0.0088
O: 0.985 -0.917 3.761  -0.0145
H: -3.369 -0.608 -2.683  0.0055
H: 1.186 -1.894 7.019  -0.0002
P: 1.837 -0.679 0.138  0.2328
H: -3.100 1.910 -2.848  0.0035
H: -2.505 1.976 3.114  0.0034
H: -0.097 2.785 0.069  0.0023
C: 1.842 -2.361 0.774  0.0073
Si: 0.253 0.562 3.925  -0.0289
H: 2.535 4.411 5.840  -0.0001
C: -2.850 -0.758 3.427  -0.0085
C: -1.336 -2.267 -3.496  0.0048
H: 3.101 1.544 6.807  0.0003
O: 0.088 3.355 -0.727  0.0030
C: 3.253 0.146 0.847  0.0003
C: -3.016 1.675 4.037  0.0220
C: -3.260 -0.067 5.790  0.0039
N: -0.235 -1.027 -1.791  0.1782
H: 0.234 -3.693 5.541  -0.0001
C: 2.149 -0.726 -1.655  0.0346
H: -3.936 0.176 0.701  -0.0007
H: -4.346 -0.100 5.629  0.0003
H: 3.092 0.236 1.927  0.0058
H: -0.920 -2.514 4.912  0.0001
H: -0.053 -3.375 -4.836  0.0003

- Net charge: +2
- HOMO-LUMO gap (spin up / spin down): 0.2908 / 0.2022 Eh
- 2S+1: 3


Molecular formula: C23H50Br15N3
Method: DFT, ωB97M-V/def2-TZVPD

Each line ends with the Mulliken charge.
Geometry (Å):
Br: -1.130 -6.271 -3.883  -0.0425
C: -2.846 -1.909 2.232  -0.5928
H: -2.838 0.380 0.081  -0.4175
H: -3.031 6.803 -0.417  0.3924
C: 1.421 -1.023 -4.408  1.2665
H: 6.181 5.853 -1.378  0.3177
H: -4.557 2.159 0.876  0.3704
H: -0.139 -3.147 -0.334  0.0516
H: -2.942 -0.641 6.528  0.3962
H: -1.775 0.580 -1.370  -0.0533
H: 2.274 -2.709 -0.231  0.4368
H: -3.331 5.668 -1.759  0.1837
Br: 8.206 -2.985 -0.331  0.0325
H: -2.773 -2.725 1.529  0.3791
H: -0.412 -3.854 3.873  0.2601
H: 4.351 -2.660 -0.599  0.3874
Br: 4.990 6.284 -3.420  -0.0205
C: 1.722 1.553 -1.817  -0.3406
H: -1.264 2.845 -0.992  0.0152
Br: 9.284 -1.020 1.899  -0.0244
H: -4.500 5.700 -0.405  0.2801
H: 4.390 -2.093 -2.287  0.1677
H: -4.222 -1.539 5.585  0.2667
C: 3.672 -0.679 -0.792  -0.9063
H: -4.430 -0.408 2.596  0.1100
C: -3.437 5.787 -0.657  -1.1459
H: -3.442 1.134 -1.341  0.4894
H: -2.679 1.578 2.246  -0.0095
C: -3.148 -1.502 5.866  -1.2185
C: -2.540 1.058 -0.754  -0.5498
H: -2.531 5.077 1.118  0.3326
H: 1.442 0.603 0.042  0.6102
H: 10.417 -1.568 -0.265  0.3763
C: -1.982 2.410 -0.275  -0.0583
H: 1.724 -1.010 -3.370  -1.2095
Br: 6.066 3.524 -2.191  0.0092
H: 0.834 2.206 -1.729  -0.2109
N: 2.275 -0.857 -1.150  0.9037
H: 1.690 1.306 -2.880  -0.2328
H: -0.120 -1.898 -1.626  0.2857
Br: -0.403 -6.806 -0.858  -0.0288
C: -2.557 4.745 0.118  -0.6191
H: -0.992 -4.346 2.314  0.1697
C: -2.598 -3.760 3.861  -0.5444
H: -2.034 -1.192 1.919  0.1803
Br: 1.568 -2.787 -5.158  -0.0550
Br: -1.429 3.621 -3.811  0.0570
H: -2.383 3.285 2.637  0.4440
C: -4.241 -1.266 1.874  -1.0828
C: -1.463 -5.713 -2.049  0.5093
C: 1.619 -1.894 -0.416  -1.1574
H: -4.631 3.800 1.266  0.4735
H: 0.425 2.792 -5.125  -0.1640
Br: 10.952 -3.637 0.986  -0.0205
Br: 2.601 0.273 -5.319  -0.0848
N: -2.821 -2.362 3.661  0.4730
C: -3.920 3.017 1.181  -0.8142
H: -4.226 -0.997 0.832  0.4344
H: -2.792 -2.422 6.400  0.3107
H: -1.235 -5.399 3.715  0.4214
H: -1.488 4.806 -0.196  0.4772
H: 3.821 -0.524 0.224  0.4032
H: 0.887 -3.309 -1.853  0.2606
C: 9.813 -2.203 0.423  -0.3531
C: 5.411 5.291 -1.858  -0.3251
Br: 1.652 4.684 -4.330  0.0108
H: -3.732 2.520 3.290  0.4127
Br: 3.988 5.256 -0.568  -0.0183
C: -2.284 -1.479 4.640  -0.3319
H: 1.257 -1.554 0.488  0.4383
H: -2.107 -0.409 4.258  0.2267
C: -3.145 2.557 2.378  -0.9010
H: -1.034 -4.669 -2.017  -0.4219
Br: -3.271 -5.595 -1.475  -0.0058
H: -2.668 -4.062 4.934  0.3114
H: 5.580 -1.567 -0.925  0.3303
N: -3.075 3.335 0.082  0.2131
C: 0.034 3.757 -4.993  0.1837
C: 4.567 -1.813 -1.220  -1.0951
H: -1.259 -1.808 4.902  0.2858
Br: -0.397 -0.222 -4.524  -0.0648
C: 0.478 -2.622 -1.095  -0.6641
H: 0.413 -0.011 -1.211  -0.3434
H: 3.990 0.206 -1.247  0.5629
C: 1.442 0.325 -0.996  -0.1122
C: -1.260 -4.380 3.391  -1.0063
H: -3.408 -4.303 3.254  0.2789
Br: -0.591 4.426 -6.743  -0.0727
H: 2.543 2.205 -1.618  0.4077
H: -1.431 2.202 0.635  0.3298
H: -5.040 -2.002 2.127  0.3921

- HOMO-LUMO gap: 0.2877 Eh


Molecular formula: C23H50HgN2O2P3
Method: DFT, ωB97M-V/def2-TZVPD

Each line ends with the Mulliken charge.
Geometry (Å):
P: 3.331 0.659 0.147  0.7708
C: -2.176 -2.463 2.765  -1.8080
H: -1.064 0.728 -4.533  0.4350
H: -1.037 1.857 -0.689  -0.1752
C: -0.872 0.583 3.071  2.0317
C: -1.202 -1.814 -2.864  -1.0934
H: -2.704 1.383 4.038  0.2864
H: -2.912 2.731 2.440  0.3038
H: -1.724 -1.765 -3.831  0.4212
H: -1.201 -2.728 2.336  0.1984
H: -4.101 2.923 1.165  0.5298
H: -2.054 -2.108 3.799  0.2464
H: 1.396 -3.540 0.400  0.4649
C: -3.608 0.852 -0.404  -1.7306
H: 0.378 2.201 3.733  0.6234
N: -0.563 -0.787 0.578  -1.5542
Hg: 1.014 0.246 -0.502  3.2146
C: -4.201 -0.997 2.519  -1.8977
H: 2.985 0.821 2.525  0.2080
C: -3.223 -2.192 0.534  -1.3561
H: -4.231 1.553 2.260  0.2733
H: -1.485 1.427 -2.935  0.3217
P: -1.695 -0.046 1.476  -0.7536
H: -2.788 -3.378 2.799  0.6256
H: -0.159 -1.338 3.886  0.3188
C: -2.893 -1.458 1.847  1.6712
C: -2.661 1.395 0.683  2.3761
H: -1.107 2.963 0.731  0.1632
C: 2.510 -0.079 -3.878  0.6859
H: 1.126 -1.458 -4.836  0.3912
H: -2.322 3.100 -0.574  0.5372
H: -3.898 -1.624 -0.118  0.2392
H: 5.180 2.658 -3.428  0.4704
H: 2.222 -2.502 -2.838  0.2426
H: 5.148 1.901 -0.886  0.5975
H: 5.441 -0.493 0.157  0.4758
H: 3.597 2.786 -0.925  0.4066
H: 0.112 1.753 -3.670  0.2927
H: 2.986 -0.099 -5.987  0.4441
H: -4.043 -0.435 3.449  0.2720
C: -0.677 0.999 -3.540  -1.3135
C: -1.702 2.394 0.005  -1.4157
H: 4.718 1.734 -5.748  0.4105
H: -1.939 -1.694 -2.057  0.0892
H: -3.716 -3.139 0.800  0.5689
H: 4.300 -1.262 -0.978  0.3316
C: -0.228 1.964 2.843  -1.7989
H: -4.846 -0.414 1.852  0.2904
H: 0.867 0.090 4.243  0.4883
H: -4.016 1.717 -0.951  0.5884
C: 3.803 1.314 -2.500  0.4333
C: 4.396 -0.803 0.014  -1.3975
H: 0.454 1.944 1.982  0.0677
H: -1.321 1.125 5.096  0.5409
H: -4.464 0.292 0.002  0.3379
O: 2.576 -3.297 -2.410  -0.7839
H: -0.730 -2.805 -2.773  0.3533
H: 4.134 -1.533 0.791  0.3331
P: 0.043 -0.494 -2.788  1.1721
C: 3.611 1.353 1.792  -1.1210
N: 2.896 0.352 -2.629  0.3010
H: -2.262 -0.256 4.566  0.3034
H: -2.286 -2.410 0.006  0.0844
H: -4.772 -1.900 2.789  0.5342
C: 4.192 1.349 -4.880  -0.4230
C: 4.067 1.799 -1.069  -1.2270
H: 2.207 -4.036 -2.934  0.2979
C: 1.318 -0.847 -3.951  -1.6847
H: 0.870 -0.629 2.594  -0.0175
C: -3.511 2.173 1.714  -1.9036
H: -0.958 2.776 2.723  0.3089
H: -3.055 0.234 -1.126  0.1300
H: 0.824 -1.947 -0.045  0.3609
H: 1.938 -2.884 -0.881  0.5663
C: 4.468 1.858 -3.608  -0.9891
C: 3.245 0.346 -5.023  -1.1959
H: 4.667 1.244 2.083  0.4606
H: 3.339 2.418 1.800  0.3841
C: 0.248 -0.403 3.474  -1.3755
C: -1.865 0.707 4.236  -1.9513
O: 1.660 -2.647 0.046  -0.3100

- Net charge: +1
- HOMO-LUMO gap: 0.2142 Eh
- Energy relative to the best compared isomer or geometry (same formula, charge and spin): 62.2 kcal/mol